1.
Molecular formula: C35H18Br2F3N9O8SeV
Method: DFT, ωB97M-V with the def2-TZVPD basis set

Each line ends with the Löwdin charge.
Atoms and positions in Å:
Br  6.12  -7.72  -7.26  0.67
Br  -2.51  -1.93  0.60  0.07
Se  2.95  2.00  2.98  1.01
V  -1.45  0.28  1.27  0.72
F  -5.80  3.63  -6.57  0.12
F  -4.34  5.21  -6.43  0.12
F  -6.20  5.36  -5.33  0.12
O  0.47  -1.87  5.24  0.08
O  -2.89  2.83  2.55  -0.06
O  -0.70  -0.35  3.19  -0.09
O  -2.92  0.57  2.32  -0.30
O  0.05  -0.20  0.25  -0.23
O  -0.14  3.30  8.19  0.03
O  1.94  -0.53  6.06  0.03
O  -1.71  4.33  7.14  0.03
N  -2.90  1.62  3.23  -0.13
N  1.27  -2.30  1.50  0.16
N  0.86  -0.76  5.53  -0.34
N  3.44  -4.68  -2.70  0.03
N  1.46  1.33  2.23  -0.22
N  2.81  -3.64  -3.02  0.05
N  -0.73  2.06  1.77  -0.02
N  2.20  3.62  3.27  -0.24
N  -0.94  3.39  7.26  -0.37
C  -4.59  3.80  -4.54  -0.15
C  -1.86  2.44  5.19  0.07
C  -2.28  1.17  -0.38  -0.07
C  -0.04  1.33  6.33  0.06
C  2.18  -2.90  -2.06  -0.23
C  2.10  -3.12  -0.64  -0.07
C  -5.23  4.50  -5.70  -0.58
C  1.38  -2.20  0.16  -0.14
C  0.83  -0.87  -1.82  0.00
C  3.98  -4.87  -5.14  -0.03
C  -2.77  1.76  -1.32  -0.09
C  -0.88  0.42  4.17  -0.28
C  -1.85  1.50  4.20  -0.12
C  2.69  -4.21  0.05  -0.02
C  4.03  -5.33  -3.82  -0.25
C  5.27  -6.75  -5.86  -0.71
C  -3.41  3.09  -4.75  -0.02
C  1.54  -1.78  -2.59  -0.02
C  0.71  -1.05  -0.44  -0.31
C  -0.93  2.38  6.24  -0.17
C  -2.82  2.42  -3.70  -0.02
C  -4.57  3.16  -2.23  -0.01
C  5.35  -7.23  -4.56  -0.14
C  -3.39  2.44  -2.41  -0.24
C  -0.06  0.36  5.35  -0.07
C  -1.65  3.16  1.80  -0.31
C  -5.17  3.84  -3.28  -0.02
C  0.98  3.54  2.83  -0.40
C  4.72  -6.51  -3.55  -0.03
C  0.04  4.64  2.89  -0.03
C  4.59  -5.58  -6.15  -0.14
C  1.83  -3.32  2.10  -0.12
C  0.55  2.26  2.25  -0.44
C  2.55  -4.30  1.41  -0.06
C  -1.18  4.45  2.41  0.00
H  -6.08  4.39  -3.12  0.11
H  1.72  -3.36  3.18  0.10
H  -2.96  3.06  -5.73  0.12
H  -1.91  1.86  -3.85  0.11
H  3.24  -4.95  -0.51  0.08
H  1.61  -1.64  -3.66  0.11
H  0.35  5.57  3.35  0.11
H  -5.02  3.18  -1.24  0.12
H  3.00  -5.13  1.95  0.09
H  4.55  -5.22  -7.17  0.09
H  -2.03  3.34  0.79  0.12
H  -1.94  5.22  2.44  0.11
H  -2.58  3.24  5.16  0.13
H  3.44  -3.96  -5.34  0.10
H  5.88  -8.14  -4.34  0.09
H  4.76  -6.86  -2.52  0.11
H  0.67  1.26  7.14  0.13
H  0.33  -0.02  -2.27  0.11

Results
Net charge: -2
Orbital gap (alpha / beta), Ha: 0.22578 / 0.22735
2S+1: 2
HOMO energy (alpha / beta), eV: -3.1 / -3.2
Lowest unoccupied orbital energy (alpha / beta), Eh: 0.1115 / 0.1115



2.
Molecular formula: C35H20BF4IN13ORbS4
Method: DFT, ωB97M-V with the def2-TZVPD basis set

Each line ends with the Löwdin charge.
Atoms and positions in Å:
I  -5.59  4.25  -0.12  0.81
Rb  -0.12  -0.47  0.18  0.54
S  2.39  0.87  5.92  0.92
S  1.16  2.47  2.09  0.56
S  1.62  3.47  4.82  0.93
S  1.92  -0.59  3.40  0.59
F  2.84  -0.09  -0.37  0.05
F  6.98  -0.79  -3.78  0.10
F  6.22  -2.79  -2.31  0.10
F  3.61  1.92  -1.86  0.12
O  2.40  3.11  7.31  -0.09
N  5.30  -4.91  -0.29  0.14
N  -1.94  3.06  1.55  -0.03
N  -3.80  -1.47  2.15  0.08
N  0.13  -1.42  -3.51  -0.11
N  1.89  -2.75  0.89  0.13
N  -2.68  -1.06  2.47  0.08
N  -3.11  -1.23  -0.11  0.09
N  -2.40  1.83  1.29  0.04
N  -0.38  -2.19  -2.53  0.03
N  -1.35  0.66  -3.39  -0.12
N  -0.70  1.18  -2.33  0.01
N  4.89  4.19  -3.57  0.15
N  7.63  1.68  -5.48  0.13
C  -3.90  3.38  0.67  -0.79
C  -1.46  2.18  -1.88  -0.20
C  -2.56  -0.65  3.83  -0.24
C  5.56  -1.63  -2.17  -0.15
C  1.74  -2.84  -2.98  -0.09
C  -1.37  0.71  5.40  -0.06
C  4.78  -3.89  -0.40  -0.22
C  -3.28  -1.52  -1.40  -0.11
C  5.34  0.69  -2.91  -0.05
C  4.49  -1.56  -1.24  -0.06
C  -4.24  -2.42  -1.85  -0.04
C  -2.50  1.33  -3.61  -0.13
C  5.96  -0.59  -2.95  -0.15
C  1.39  -1.78  -3.80  -0.10
C  -5.08  -3.02  -0.92  -0.08
C  0.59  -3.05  -2.20  -0.21
C  -2.62  2.32  -2.66  -0.08
C  5.24  3.09  -3.60  -0.22
C  4.26  0.77  -1.99  -0.14
C  -1.53  0.23  4.11  -0.03
C  -3.59  2.01  0.75  -0.22
C  1.58  2.13  3.68  -1.20
C  -2.80  4.03  1.19  -0.16
C  -3.23  -0.63  6.13  -0.10
C  2.19  2.59  6.24  -1.06
C  -3.42  -1.09  4.84  -0.04
C  2.87  -2.66  0.29  -0.22
C  4.08  -2.65  -0.45  -0.17
C  3.87  -0.28  -1.22  -0.14
C  5.77  1.77  -3.70  -0.17
C  -3.92  -1.81  0.76  -0.33
C  -4.93  -2.70  0.42  -0.03
C  -2.21  0.27  6.41  -0.08
C  6.81  1.68  -4.66  -0.23
C  1.93  0.87  4.21  -1.22
B  -0.73  -0.42  -4.33  -0.45
H  -3.88  -0.98  6.92  0.09
H  -1.15  2.75  -1.02  0.09
H  -4.32  -2.63  -2.91  0.11
H  -3.14  1.04  -4.43  0.11
H  -0.88  0.56  3.31  0.06
H  2.67  -3.37  -2.94  0.09
H  -2.58  5.07  1.32  0.11
H  -5.84  -3.72  -1.23  0.10
H  -5.56  -3.12  1.19  0.10
H  -4.17  1.17  0.41  0.09
H  -3.42  3.04  -2.54  0.06
H  -0.57  1.41  5.62  0.08
H  -1.00  3.16  1.94  0.02
H  -2.61  -1.04  -2.10  0.08
H  -1.67  -0.99  -4.87  0.06
H  0.01  0.09  -5.14  0.06
H  -4.21  -1.79  4.59  0.10
H  -2.07  0.63  7.42  0.10
H  1.94  -1.26  -4.56  0.11
H  0.43  -3.77  -1.42  0.09

Results
Net charge: -2
Orbital gap (alpha / beta), Ha: 0.21209 / 0.18618
HOMO energy (alpha / beta), eV: -3.1 / -3.1
Lowest unoccupied orbital energy (alpha / beta), Eh: 0.0984 / 0.0723



3.
Molecular formula: C35H23BrIN8RuS
Method: DFT, ωB97M-V with the def2-TZVPD basis set

Each line ends with the Löwdin charge.
Atoms and positions in Å:
I  -1.09  -2.12  0.00  1.24
Ru  -0.55  0.54  0.40  1.01
Br  0.41  -5.19  0.35  0.79
S  2.70  -2.44  6.52  1.14
N  1.16  -2.08  6.23  -0.18
N  -0.54  2.35  1.40  -0.02
N  -0.49  0.83  -1.68  0.05
N  -2.28  1.41  -0.05  -0.12
N  3.37  -1.97  5.13  -0.18
N  -2.72  2.41  0.56  0.19
N  1.40  -0.02  1.13  -0.03
N  -0.96  -0.15  2.31  -0.12
C  1.38  -0.54  2.38  -0.16
C  0.43  2.05  -3.56  0.02
C  -3.40  0.59  -3.96  0.01
C  2.69  0.40  -3.44  -0.01
C  -0.17  -3.14  -1.60  -0.66
C  -4.41  0.89  -3.05  0.04
C  -2.41  -0.65  4.14  0.01
C  2.38  -1.51  4.38  -0.30
C  1.12  -1.57  5.00  -0.30
C  -1.07  4.50  3.08  0.02
C  0.53  1.03  -2.58  -0.26
C  0.21  3.97  2.98  0.01
C  0.39  -3.28  -3.92  -0.05
C  -2.18  -0.17  2.86  -0.11
C  3.79  -0.22  1.16  0.01
C  3.77  -0.82  2.40  0.06
C  -1.78  2.88  1.49  -0.29
C  0.95  -5.08  -2.42  -0.09
C  -1.76  0.83  -2.21  -0.24
C  -0.07  -1.10  4.33  -0.05
C  2.54  -0.97  3.04  -0.06
C  -1.35  -1.11  4.89  0.07
C  0.39  -4.39  -1.36  -0.74
C  2.60  0.17  0.57  -0.10
C  1.68  0.21  -2.52  -0.03
C  -2.09  3.95  2.31  0.06
C  -4.13  1.17  -1.70  0.05
C  0.96  -4.53  -3.69  -0.03
C  -2.83  1.10  -1.31  -0.18
C  1.49  2.26  -4.43  -0.01
C  2.60  1.43  -4.38  0.02
C  0.09  -0.61  3.03  -0.17
C  -2.08  0.56  -3.56  0.03
C  0.44  2.90  2.13  -0.06
C  -0.18  -2.59  -2.87  -0.16
H  1.42  2.46  2.03  0.12
H  -4.92  1.43  -1.01  0.14
H  1.03  4.38  3.54  0.13
H  -3.00  0.18  2.24  0.11
H  -3.66  0.37  -4.99  0.14
H  -1.49  -1.49  5.90  0.14
H  -0.42  2.70  -3.56  0.14
H  -3.10  4.34  2.32  0.14
H  -0.66  -1.64  -3.05  0.07
H  -3.42  -0.66  4.53  0.13
H  2.61  0.66  -0.39  0.10
H  0.38  -2.87  -4.92  0.12
H  3.41  1.58  -5.08  0.14
H  1.71  -0.60  -1.81  0.10
H  1.38  -6.06  -2.24  0.12
H  1.44  3.07  -5.14  0.13
H  -1.27  5.33  3.74  0.14
H  4.67  -1.16  2.89  0.14
H  4.72  -0.05  0.64  0.13
H  -5.44  0.91  -3.38  0.14
H  -1.30  0.30  -4.27  0.13
H  1.40  -5.09  -4.51  0.13
H  3.55  -0.26  -3.44  0.13

Results
Net charge: +3
Orbital gap (alpha / beta), Ha: 0.16314 / 0.16525
HOMO energy (alpha / beta), eV: -16.1 / -16.1
Lowest unoccupied orbital energy (alpha / beta), Eh: -0.4300 / -0.4279



4.
Molecular formula: C35H23F6IN5O7S2SeTa
Method: DFT, ωB97M-V with the def2-TZVPD basis set

Each line ends with the Löwdin charge.
Atoms and positions in Å:
Ta  0.57  0.10  0.34  1.99
I  5.65  3.28  0.23  1.00
Se  -2.67  -1.58  0.88  1.28
S  -0.15  -1.61  3.42  0.67
S  1.96  -0.04  3.18  0.73
F  -0.25  -4.13  2.90  0.18
F  3.91  1.60  3.49  0.18
F  3.42  0.43  5.25  0.21
F  1.77  -3.41  3.20  0.19
F  0.45  -3.65  4.89  0.20
F  2.17  2.10  4.68  0.20
O  1.28  0.87  2.15  -0.45
O  1.28  -3.29  0.20  0.14
O  0.58  -1.41  -0.81  -0.29
O  2.84  -0.96  2.55  -0.23
O  -0.13  -1.37  1.96  -0.54
O  0.14  -5.57  -0.66  0.11
O  -1.42  -1.59  4.04  -0.22
N  -1.73  -0.34  -0.10  -0.29
N  -3.93  -1.70  -0.32  -0.18
N  -0.54  2.09  0.71  0.02
N  0.87  -0.61  4.13  -0.23
N  2.75  0.13  0.03  -0.11
C  -0.62  4.42  0.06  0.03
C  -1.33  2.40  1.80  -0.17
C  -2.44  -0.13  -1.21  -0.32
C  -2.94  3.04  4.04  -0.03
C  -3.00  0.84  -3.35  -0.03
C  -1.66  -3.31  -3.63  -0.06
C  -0.23  -3.47  -1.68  -0.07
C  0.62  -2.83  -0.68  -0.42
C  2.94  1.13  4.25  -0.69
C  -4.19  0.05  -3.45  -0.04
C  1.45  0.82  -2.55  -0.09
C  5.50  0.28  -0.26  -0.07
C  4.84  -0.93  -0.37  0.01
C  3.47  -0.98  -0.21  -0.08
C  0.85  1.31  -1.37  -0.28
C  3.39  1.31  0.15  -0.20
C  -0.23  3.08  -0.14  -0.20
C  4.76  1.43  0.01  -0.70
C  -1.29  -5.45  -2.58  0.01
C  0.82  3.52  -2.39  0.01
C  -1.88  -4.69  -3.56  -0.03
C  -3.66  -0.90  -1.32  -0.37
C  -1.36  4.75  1.16  0.05
C  0.53  2.67  -1.33  -0.21
C  1.72  1.66  -3.61  -0.03
C  -1.74  3.74  2.06  -0.13
C  -2.15  0.77  -2.29  -0.02
C  -0.85  -2.71  -2.70  -0.02
C  0.53  -3.35  3.62  -0.68
C  -4.52  -0.80  -2.46  0.01
C  -2.54  4.03  3.19  0.00
C  -1.78  1.41  2.68  -0.05
C  1.42  3.01  -3.53  -0.02
C  -2.56  1.71  3.77  -0.02
C  -0.45  -4.85  -1.63  -0.24
H  -2.83  5.06  3.35  0.13
H  -2.78  1.53  -4.15  0.12
H  -1.56  0.38  2.47  0.02
H  -4.82  0.16  -4.33  0.12
H  1.65  3.67  -4.36  0.12
H  5.38  -1.85  -0.57  0.13
H  1.71  -0.23  -2.63  0.10
H  2.18  1.26  -4.51  0.12
H  6.57  0.33  -0.39  0.12
H  0.57  4.57  -2.35  0.11
H  -1.67  5.77  1.34  0.14
H  -2.89  0.91  4.42  0.12
H  -0.66  -1.65  -2.75  0.10
H  -1.47  -6.52  -2.53  0.13
H  -3.55  3.26  4.90  0.12
H  -2.12  -2.72  -4.41  0.11
H  -1.28  1.39  -2.28  0.08
H  -5.41  -1.41  -2.47  0.13
H  -2.53  -5.17  -4.28  0.12
H  2.93  -1.91  -0.24  0.11
H  2.79  2.18  0.35  0.10
H  -0.33  5.17  -0.66  0.12
H  -0.09  -6.50  -0.75  0.13

Results
Net charge: +2
Orbital gap, Ha: 0.22665
HOMO energy, eV: -13.5
Lowest unoccupied orbital energy, Eh: -0.2692



5.
Molecular formula: C35H25BrF3HfN4O2P
Method: DFT, ωB97M-V with the def2-TZVPD basis set

Each line ends with the Löwdin charge.
Atoms and positions in Å:
Hf  0.37  0.42  0.12  1.60
Br  -1.59  -7.77  -0.49  0.80
P  -1.02  2.61  -0.28  1.06
F  -0.85  -0.21  -2.01  -0.02
F  -0.48  -2.10  -0.98  0.06
F  -2.39  -1.12  -0.76  0.12
O  2.69  1.17  1.33  -0.03
O  1.71  0.28  -1.18  -0.20
N  1.30  -1.19  1.08  -0.07
N  4.44  -4.53  -0.56  0.09
N  1.55  1.97  1.28  -0.13
N  4.09  -5.69  -0.30  0.11
C  -2.39  4.53  -4.19  -0.04
C  -2.08  0.87  1.58  -0.17
C  0.49  -5.98  -1.22  -0.11
C  1.67  3.22  1.51  -0.03
C  3.26  -1.37  -2.01  0.05
C  0.18  -7.11  -0.46  -0.68
C  -1.76  5.31  -3.23  -0.05
C  2.44  -7.28  0.30  0.00
C  1.78  -5.48  -1.19  -0.01
C  -3.06  0.18  2.26  -0.05
C  1.14  -7.76  0.29  -0.10
C  -3.76  1.96  0.23  -0.06
C  -2.27  2.62  -2.73  -0.09
C  -1.09  -0.90  -0.79  -0.61
C  -0.29  6.16  2.60  -0.02
C  2.85  -2.91  0.31  -0.07
C  -1.54  5.91  2.06  -0.01
C  -2.65  3.19  -3.93  -0.05
C  -0.70  3.94  0.94  -0.28
C  3.71  -3.39  -0.74  -0.23
C  -1.73  4.83  1.21  -0.06
C  2.18  -1.67  0.11  -0.15
C  1.82  -3.04  2.49  0.00
C  2.38  -0.91  -1.05  -0.30
C  -1.64  3.42  -1.76  -0.36
C  -1.37  4.76  -2.02  -0.08
C  -4.40  0.37  1.93  -0.03
C  1.14  -1.87  2.22  -0.06
C  3.92  -2.58  -1.85  0.02
C  -2.42  1.77  0.56  -0.38
C  0.56  4.15  1.55  -0.20
C  2.68  -3.56  1.53  0.07
C  -4.74  1.26  0.92  -0.02
C  2.76  -6.11  -0.40  -0.27
C  0.75  5.29  2.34  0.00
H  -2.68  4.97  -5.13  0.12
H  -2.47  1.58  -2.54  0.10
H  -2.80  -0.51  3.06  0.12
H  -2.70  4.67  0.75  0.12
H  -0.26  -5.52  -1.84  0.11
H  -5.78  1.42  0.67  0.13
H  1.68  -3.54  3.43  0.13
H  3.23  -4.46  1.75  0.13
H  -2.38  6.56  2.28  0.13
H  3.42  -0.77  -2.89  0.14
H  0.45  -1.45  2.93  0.13
H  1.73  5.48  2.77  0.13
H  3.48  1.71  1.47  0.14
H  0.88  -8.65  0.84  0.11
H  -0.14  7.02  3.24  0.13
H  2.65  3.63  1.77  0.16
H  -0.86  5.37  -1.29  0.11
H  -5.16  -0.18  2.46  0.12
H  4.61  -2.93  -2.61  0.14
H  -4.04  2.65  -0.56  0.12
H  -1.56  6.36  -3.43  0.12
H  2.04  -4.64  -1.80  0.11
H  3.22  -7.78  0.86  0.13
H  -3.14  2.58  -4.68  0.12
H  -1.03  0.77  1.89  0.06

Results
Net charge: +2
Orbital gap, Ha: 0.21704
HOMO energy, eV: -12.6
Lowest unoccupied orbital energy, Eh: -0.2468



6.
Molecular formula: C35H26AuClIN4O2P
Method: DFT, ωB97M-V with the def2-TZVPD basis set

Each line ends with the Löwdin charge.
Atoms and positions in Å:
Au  2.74  0.35  0.25  0.50
I  1.74  2.39  1.46  1.21
Cl  4.55  -2.80  4.45  0.74
P  -1.67  0.54  0.17  1.07
O  -0.79  -2.15  0.43  0.14
O  -0.28  0.02  0.85  -0.26
N  5.45  -2.60  -1.12  0.14
N  4.31  -0.98  -0.23  -0.06
N  1.86  -1.83  -1.44  0.11
N  2.81  -3.60  -2.35  0.13
C  3.18  -2.39  3.48  -0.65
C  -0.76  -0.10  -3.67  -0.06
C  -1.71  2.34  -0.13  -0.19
C  6.34  -1.86  -0.37  -0.04
C  5.62  -0.86  0.18  -0.10
C  2.49  -1.22  3.75  -0.08
C  -4.46  -1.49  2.31  -0.04
C  2.99  -2.48  -1.61  -0.29
C  1.70  -2.90  1.68  -0.01
C  -2.99  0.12  1.29  -0.28
C  -2.77  -0.97  -1.94  -0.06
C  -3.57  3.65  -1.09  -0.02
C  -1.77  -0.93  -4.13  -0.05
C  -0.75  0.30  -2.34  -0.09
C  -2.82  4.78  -1.01  0.01
C  -4.92  -0.51  3.19  -0.03
C  -3.45  1.10  2.18  -0.06
C  -4.41  0.78  3.13  -0.04
C  -1.76  -0.14  -1.48  -0.30
C  1.41  -0.87  2.95  -0.08
C  0.48  6.08  -0.10  -0.04
C  0.91  -2.56  -2.10  -0.12
C  1.10  4.93  0.38  -0.18
C  4.23  -2.04  -1.01  -0.26
C  0.45  3.72  0.43  -0.53
C  -2.99  2.46  -0.66  -0.10
C  -0.81  5.98  -0.52  0.00
C  1.48  -3.66  -2.67  -0.04
C  1.03  -1.70  1.90  -0.19
C  -3.50  -1.18  1.37  -0.07
C  -0.89  3.53  -0.03  -0.14
C  2.79  -3.24  2.46  -0.08
C  -1.50  4.74  -0.51  -0.14
C  -2.77  -1.37  -3.27  -0.04
C  -0.09  -1.39  1.01  -0.42
H  -4.76  1.54  3.81  0.12
H  -1.34  6.85  -0.89  0.13
H  -3.62  1.58  -0.76  0.11
H  -5.68  -0.76  3.92  0.12
H  -4.86  -2.49  2.36  0.12
H  -3.21  5.73  -1.34  0.13
H  7.38  -2.11  -0.30  0.13
H  3.33  -4.16  2.29  0.12
H  -3.13  -1.96  0.71  0.10
H  1.06  -4.46  -3.26  0.13
H  1.01  7.02  -0.12  0.13
H  -0.13  -2.27  -2.12  0.09
H  0.02  0.24  -4.34  0.12
H  -3.56  -2.01  -3.64  0.12
H  3.50  -4.28  -2.62  0.16
H  -1.78  -1.24  -5.17  0.12
H  -4.58  3.66  -1.48  0.13
H  0.03  0.95  -1.98  0.11
H  2.78  -0.59  4.58  0.12
H  -3.57  -1.30  -1.29  0.11
H  2.12  5.00  0.72  0.08
H  1.37  -3.56  0.88  0.13
H  5.94  -0.06  0.83  0.11
H  5.70  -3.40  -1.67  0.17
H  -3.07  2.11  2.12  0.11
H  0.85  0.03  3.17  0.08

Results
Net charge: +2
Orbital gap, Ha: 0.30278
HOMO energy, eV: -13.5
Lowest unoccupied orbital energy, Eh: -0.1938



| no. | E (eV) |
| --- | --- |
| 1 | -305644.530 |
| 2 | -121683.513 |
| 3 | -140125.040 |
| 4 | -171413.034 |
| 5 | -135530.771 |
| 6 | -80364.907 |